A) {"formula": "C5H8O2", "method": "the ωB97M-V functional and the def2-TZVPD basis", "homo_lumo_gap_ev": 9.13, "symbols": ["C", "C", "O", "C", "C", "C", "O", "H", "H", "H", "H", "H", "H", "H", "H"], "xyz": [[1.5036, 0.0053, 0.5976], [0.5669, -0.7290, -0.3778], [0.8009, -0.8551, -1.7705], [-0.8866, -0.7323, -0.1448], [-1.5563, -0.2270, 0.8837], [-0.8905, 2.1387, -0.8778], [-1.7406, 2.8899, -0.8333], [2.5517, -0.2649, 0.4174], [1.4228, 1.1008, 0.5757], [1.2564, -0.3021, 1.6258], [1.6135, 0.2339, -1.8714], [-1.4197, -1.2421, -0.9527], [0.4499, -1.8407, 0.0237], [-2.6083, -0.4564, 0.9942], [-1.0639, 0.2811, 1.7102]]}



B) {"formula": "C5H8O2", "method": "the ωB97M-V functional and the def2-TZVPD basis", "smiles": "C=C=O.C=CCO", "homo_lumo_gap_ev": 10.13, "symbols": ["C", "C", "O", "H", "H", "C", "C", "C", "O", "H", "H", "H", "H", "H", "H"], "xyz": [[-2.4452, -0.5045, -0.0062], [-1.5233, -0.8684, -0.8713], [-0.7297, -1.2737, -1.6288], [-3.4036, -0.9835, -0.1392], [-2.3063, 0.2382, 0.7750], [-0.0318, 1.5429, -0.1982], [0.4869, 0.5891, 0.5712], [1.4912, -0.4316, 0.1113], [2.6853, -0.0815, 0.7892], [-0.7230, 2.2826, 0.2013], [0.1796, 1.5959, -1.2662], [0.2055, 0.5194, 1.6236], [1.1670, -1.4606, 0.3575], [1.6007, -0.3943, -0.9844], [3.3465, -0.7701, 0.6651]]}



C) {"formula": "C5H8O2", "method": "the ωB97M-V functional and the def2-TZVPD basis", "smiles": "C[C@@]1(O)CCC1=O", "homo_lumo_gap_ev": 10.14, "symbols": ["C", "C", "O", "C", "C", "C", "O", "H", "H", "H", "H", "H", "H", "H", "H"], "xyz": [[-1.6958, -0.4690, -0.1490], [-0.3756, 0.2705, -0.0938], [-0.5192, 1.6533, -0.3744], [0.5682, 0.1474, 1.1302], [1.7756, -0.1638, 0.2038], [0.7689, -0.3562, -0.9237], [0.7900, -0.9082, -1.9910], [-2.4000, -0.0787, 0.5920], [-2.1353, -0.3502, -1.1474], [-1.5573, -1.5424, 0.0154], [-0.9841, 1.7350, -1.2181], [0.6367, 1.0713, 1.7077], [0.3113, -0.6853, 1.7907], [2.4150, 0.7064, 0.0256], [2.4016, -1.0303, 0.4318]]}



D) {"formula": "C5H8O2", "method": "the ωB97M-V functional and the def2-TZVPD basis", "homo_lumo_gap_ev": 10.00, "symbols": ["C", "C", "O", "C", "C", "O", "C", "H", "H", "H", "H", "H", "H", "H", "H"], "xyz": [[1.5109, 0.6407, -0.3360], [0.3699, 0.0026, 0.4271], [0.7123, -0.3171, 1.7668], [-1.0150, 0.6952, 0.4291], [-1.5566, -0.5464, -0.2696], [-0.9986, -0.5606, -1.5973], [-0.2604, -1.2955, -0.1416], [1.2041, 0.8935, -1.3566], [1.8322, 1.5535, 0.1775], [2.3640, -0.0480, -0.3941], [1.3740, -1.0237, 1.7242], [-1.3746, 0.7959, 1.4572], [-1.1279, 1.6383, -0.1133], [-2.5763, -0.9298, -0.2085], [-0.4581, -1.4985, -1.5651]]}



Which is the most stable structure? C) is the most stable.



A) {"formula": "C2H8N2O2", "method": "the ωB97M-V functional and the def2-TZVPD basis", "smiles": "O=CO.NCN", "homo_lumo_gap_ev": 10.13, "symbols": ["O", "C", "O", "H", "H", "N", "C", "N", "H", "H", "H", "H", "H", "H"], "xyz": [[-3.1313, 0.3022, 1.3051], [-2.3123, 1.3048, 1.1564], [-0.9899, 1.3151, 1.4904], [-2.6554, 2.2572, 1.1204], [-0.8618, 0.7019, 2.1804], [1.8588, -1.3322, 0.2206], [1.5681, -0.4202, -1.0347], [0.1247, -0.3258, -1.2180], [1.2181, -2.1233, 0.2444], [1.5030, -0.6517, 0.9208], [2.0376, -0.7984, -2.0319], [1.9734, 0.6311, -0.8305], [-0.3706, -1.1563, -1.4843], [0.0376, 0.2956, -2.0391]]}



B) {"formula": "C2H8N2O2", "method": "the ωB97M-V functional and the def2-TZVPD basis", "smiles": "CNC(N)=O.O", "homo_lumo_gap_ev": 10.50, "symbols": ["C", "N", "C", "N", "O", "H", "H", "H", "H", "H", "H", "O", "H", "H"], "xyz": [[0.4078, -1.8361, 2.0056], [-0.1144, -0.6070, 1.4114], [0.1795, -0.2392, 0.1419], [-0.4683, 0.9184, -0.2996], [0.9604, -0.8483, -0.5733], [1.2083, -2.1607, 1.3503], [-0.3811, -2.5659, 1.9348], [0.8480, -1.6645, 2.9800], [-0.7846, -0.0698, 1.8976], [-0.2349, 1.0987, -1.2640], [-0.3221, 1.7538, 0.2487], [-0.3053, 2.4052, -3.2450], [0.2345, 1.6432, -3.4691], [-1.2278, 2.1723, -3.1192]]}



Which is the most stable structure? B) is the most stable.



A) {"formula": "C2H8N2O2", "method": "the ωB97M-V functional and the def2-TZVPD basis", "smiles": "N=C(O)O.CN", "homo_lumo_gap_ev": 10.06, "symbols": ["N", "C", "O", "O", "H", "H", "H", "C", "N", "H", "H", "H", "H", "H"], "xyz": [[1.1759, 1.8337, -1.2314], [1.1795, 1.2286, -0.0980], [2.1328, 0.3649, 0.2686], [0.3478, 1.5687, 0.8867], [0.5819, 2.6607, -1.1305], [1.8825, -0.1348, 1.0577], [0.3092, 1.0519, 1.7001], [-1.6158, -1.0808, -0.0276], [-0.1820, -1.3264, -0.1264], [-2.0818, -1.7517, 0.6989], [-2.0914, -1.2357, -1.0002], [-1.8117, -0.0567, 0.2975], [-0.0414, -2.3132, -0.3531], [0.2147, -0.8093, -0.9423]]}



B) {"formula": "C2H8N2O2", "method": "the ωB97M-V functional and the def2-TZVPD basis", "smiles": "NC=O.NCO", "homo_lumo_gap_ev": 10.56, "symbols": ["N", "C", "O", "H", "H", "H", "N", "C", "O", "H", "H", "H", "H", "H"], "xyz": [[-1.9137, 0.4338, 0.5761], [-1.6551, -0.6045, -0.2742], [-1.0557, -1.5873, 0.0920], [-1.4284, 0.3597, 1.4548], [-2.1791, 1.3318, 0.2122], [-1.9429, -0.3698, -1.3094], [1.8494, -0.3970, 0.6398], [1.6203, 0.9078, 0.0767], [0.7786, 0.9403, -1.0908], [2.2748, -1.0165, -0.0387], [0.9898, -0.8419, 0.9431], [1.1207, 1.5269, 0.8197], [2.6039, 1.2820, -0.2068], [1.2167, 0.3541, -1.7314]]}



C) {"formula": "C2H8N2O2", "method": "the ωB97M-V functional and the def2-TZVPD basis", "smiles": "NCNC=O.O", "homo_lumo_gap_ev": 10.38, "symbols": ["N", "C", "N", "C", "O", "H", "H", "H", "H", "H", "H", "O", "H", "H"], "xyz": [[-1.1432, -0.2246, 0.9319], [-0.5201, -0.8990, -0.2154], [0.3092, -0.0050, -0.9918], [-0.2410, 1.0530, -1.6305], [-1.4332, 1.2264, -1.7304], [-1.9872, -0.7313, 1.1836], [-1.4665, 0.6883, 0.6190], [-1.2320, -1.4331, -0.8449], [0.1660, -1.6421, 0.1668], [1.2633, -0.0263, -0.6471], [0.5269, 1.7014, -2.0843], [2.0803, -0.0858, 1.4514], [1.4035, -0.4301, 2.0437], [2.2741, 0.8081, 1.7479]]}



D) {"formula": "C2H8N2O2", "method": "the ωB97M-V functional and the def2-TZVPD basis", "smiles": "NC=O.NCO", "homo_lumo_gap_ev": 11.08, "symbols": ["N", "C", "O", "H", "H", "H", "N", "C", "O", "H", "H", "H", "H", "H"], "xyz": [[-1.7415, 0.1099, -1.4793], [-2.3801, -0.6395, -0.4334], [-1.8086, -1.4157, 0.2806], [-1.4141, -0.4763, -2.2421], [-0.8915, 0.4135, -1.0012], [-3.4339, -0.3769, -0.2526], [1.5897, 0.1490, 1.6901], [1.3404, 0.8681, 0.4495], [1.4000, 0.0932, -0.7314], [0.9695, -0.6554, 1.7444], [2.5410, -0.2012, 1.6478], [0.3613, 1.3473, 0.5397], [2.1088, 1.6384, 0.3601], [1.3591, -0.8544, -0.5722]]}



Which is the most stable structure? C) is the most stable.



A) {"formula": "C19H19N3O5S", "method": "the ωB97M-V functional and the def2-TZVPD basis", "smiles": "COc1cc(-c2nnc(SCC(=O)O)n2-c2ccccc2)cc(OC)c1OC", "homo_lumo_gap_ev": 8.67, "symbols": ["C", "O", "C", "C", "C", "C", "N", "N", "C", "S", "C", "C", "O", "O", "N", "C", "C", "C", "C", "C", "C", "C", "C", "O", "C", "C", "O", "C", "H", "H", "H", "H", "H", "H", "H", "H", "H", "H", "H", "H", "H", "H", "H", "H", "H", "H", "H"], "xyz": [[0.1581, 2.3483, 4.6456], [0.5029, 1.1336, 4.0023], [0.4827, 1.1729, 2.6247], [-0.4171, 0.3516, 1.9709], [-0.4630, 0.3357, 0.5800], [-1.4287, -0.5273, -0.0733], [-2.5828, -0.8671, 0.4374], [-3.2409, -1.6220, -0.4477], [-2.4832, -1.7397, -1.5056], [-2.8929, -2.6817, -2.9003], [-4.3760, -3.4537, -2.1947], [-4.0686, -4.0210, -0.8225], [-3.0399, -4.5505, -0.5075], [-5.1289, -3.9202, -0.0260], [-1.3068, -1.0665, -1.3385], [-0.1983, -1.0850, -2.2044], [1.0532, -1.4331, -1.7091], [2.1378, -1.4619, -2.5648], [1.9776, -1.1557, -3.9066], [0.7268, -0.8210, -4.3963], [-0.3663, -0.7829, -3.5492], [0.3661, 1.1843, -0.1359], [1.2930, 2.0063, 0.5053], [2.0302, 2.7608, -0.3494], [2.9573, 3.7158, 0.1200], [1.3815, 1.9798, 1.9046], [2.3168, 2.7515, 2.5780], [3.2915, 2.0096, 3.2908], [0.2496, 2.1545, 5.7128], [0.8230, 3.1674, 4.3613], [-0.8746, 2.6260, 4.4112], [-1.0856, -0.2703, 2.5422], [-5.1748, -2.7180, -2.1212], [-4.6554, -4.2556, -2.8783], [-4.9132, -4.2292, 0.8679], [1.1650, -1.6781, -0.6637], [3.1105, -1.7316, -2.1827], [2.8280, -1.1819, -4.5709], [0.5980, -0.5857, -5.4416], [-1.3437, -0.5179, -3.9226], [0.3257, 1.2429, -1.2118], [3.2787, 4.2574, -0.7698], [2.5005, 4.4091, 0.8281], [3.8258, 3.2431, 0.5853], [3.9129, 1.4249, 2.6028], [3.9086, 2.7464, 3.8023], [2.8389, 1.3356, 4.0209]]}



B) {"formula": "C19H19N3O5S", "method": "the ωB97M-V functional and the def2-TZVPD basis", "smiles": "CCOc1cccc(C(=O)Nc2ccc(S(=O)(=O)Nc3cc(C)on3)cc2)c1", "homo_lumo_gap_ev": 9.05, "symbols": ["C", "C", "O", "C", "C", "C", "C", "C", "C", "O", "N", "C", "C", "C", "C", "S", "O", "O", "N", "C", "C", "C", "C", "O", "N", "C", "C", "C", "H", "H", "H", "H", "H", "H", "H", "H", "H", "H", "H", "H", "H", "H", "H", "H", "H", "H", "H"], "xyz": [[-6.0077, -2.0582, -1.4737], [-6.3467, -0.5875, -1.6935], [-6.4464, 0.1366, -0.4800], [-5.3256, 0.4764, 0.1986], [-5.5320, 1.0816, 1.4427], [-4.4611, 1.4671, 2.2207], [-3.1612, 1.2829, 1.7771], [-2.9434, 0.7035, 0.5321], [-1.5877, 0.4460, -0.0314], [-1.3714, -0.4643, -0.8028], [-0.6365, 1.3434, 0.3853], [0.7141, 1.3978, 0.0664], [1.3250, 0.4842, -0.7944], [2.6752, 0.5964, -1.0683], [3.4131, 1.6086, -0.4868], [5.1750, 1.6949, -0.7435], [5.5338, 0.9876, -1.9311], [5.6388, 3.0331, -0.5507], [5.7641, 0.8276, 0.5852], [5.3480, -0.4672, 0.7667], [5.2328, -1.4639, -0.2397], [4.8060, -2.5627, 0.4458], [4.4793, -3.9424, 0.0128], [4.6774, -2.2529, 1.7475], [5.0081, -0.9470, 1.9402], [2.8246, 2.5221, 0.3672], [1.4758, 2.4221, 0.6391], [-4.0224, 0.2901, -0.2453], [-6.0179, -2.5802, -2.4263], [-6.7439, -2.5114, -0.8145], [-5.0252, -2.1702, -1.0221], [-7.3410, -0.4970, -2.1394], [-5.6216, -0.1148, -2.3666], [-6.5465, 1.2262, 1.7780], [-4.6385, 1.9134, 3.1876], [-2.3390, 1.5535, 2.4235], [-0.9579, 2.0847, 0.9928], [0.7363, -0.2999, -1.2398], [3.1644, -0.0880, -1.7419], [5.8095, 1.3702, 1.4344], [5.4556, -1.3473, -1.2774], [3.4067, -4.1152, 0.0916], [4.7900, -4.0872, -1.0170], [4.9834, -4.6633, 0.6531], [3.4304, 3.3065, 0.7921], [1.0037, 3.1352, 1.2996], [-3.7974, -0.1711, -1.1937]]}



Which is the most stable structure? B) is the most stable.